1.
Formula: C17H19N
Source: the Open Molecules 2025 dataset
Level of theory: ωB97M-V/def2-TZVPD

Calculated values
Kohn-Sham gap: 0.31141 Ha
2S+1: 1
SMILES: Cc1c[nH]c2ccccc12.CCc1ccccc1
HOMO level: -7.66 eV

```
37
Properties=species:S:1:pos:R:3:forces:R:3:nbo_charge:R:1
C 1.43517 2.84813 1.10944 0.56 0.21 0.46 -0.6272
C 0.20683 2.11649 0.74705 -0.41 0.17 -1.85 -0.0964
C -0.15913 0.85727 1.06756 -0.02 -0.64 0.68 -0.0134
N -1.26633 0.42193 0.36441 0.55 1.06 -0.10 -0.5715
C -1.52501 1.39121 -0.59641 -0.03 -0.45 0.34 0.2048
C -2.43776 1.37516 -1.61431 -0.92 0.37 -1.94 -0.2621
C -2.34815 2.35005 -2.64378 0.70 -1.38 1.36 -0.2187
C -1.33033 3.28223 -2.55013 -0.03 1.82 0.42 -0.2411
C -0.52412 3.42076 -1.41607 -0.67 -0.06 0.42 -0.1990
C -0.61882 2.45759 -0.42366 0.32 -0.82 0.68 -0.1024
H 2.09467 3.00701 0.24479 -0.06 -0.32 0.13 0.2142
H 1.95818 2.29712 1.89540 0.22 0.12 -0.15 0.2153
H 1.25874 3.85200 1.49390 -0.27 0.05 0.14 0.2139
H 0.35832 0.12999 1.67702 -0.12 0.23 0.36 0.2165
H -1.62076 -0.51167 0.45759 -0.16 0.09 -0.23 0.4225
H -3.18951 0.59840 -1.70602 0.07 -0.06 0.14 0.2077
H -2.98020 2.31585 -3.51659 -0.19 -0.01 0.06 0.2148
H -1.31365 4.10878 -3.25252 0.16 -0.21 -0.26 0.2063
H 0.04414 4.31049 -1.17085 0.30 -0.02 -0.65 0.2121
C 1.51209 -1.32655 -1.74214 1.31 1.39 1.92 -0.6285
C 1.81212 -2.45795 -0.69866 -0.76 -0.07 -2.41 -0.4245
C 0.90139 -2.44720 0.49420 0.92 -0.27 -1.16 -0.0197
C -0.47524 -2.66310 0.30231 -0.14 -0.01 1.29 -0.2304
C -1.24371 -2.83066 1.43909 0.19 -0.21 0.69 -0.2199
C -0.67186 -2.73473 2.72376 -0.28 1.39 0.34 -0.2341
C 0.66501 -2.44250 2.91416 0.16 -0.86 -2.01 -0.1939
C 1.47271 -2.38673 1.73245 -0.83 0.78 2.79 -0.2145
H 0.73036 -0.71910 -1.27625 -0.66 -0.15 -1.09 0.2216
H 1.50794 -1.54407 -2.80137 -0.82 -0.45 0.00 0.2218
H 2.34132 -0.59453 -1.67243 -0.07 -0.32 0.00 0.2068
H 1.55184 -3.39950 -1.20967 0.56 0.04 0.16 0.2120
H 2.88455 -2.41609 -0.53787 -0.08 -0.40 0.72 0.2180
H -0.98328 -2.62402 -0.65075 0.42 -0.26 -0.32 0.2253
H -2.30050 -3.07210 1.42426 -0.05 0.25 -0.39 0.2171
H -1.33436 -2.53272 3.56151 -0.11 -0.86 0.06 0.2136
H 1.09588 -2.36146 3.89943 0.01 0.25 0.06 0.2180
H 2.49147 -2.07577 1.93116 0.26 -0.41 -0.67 0.2153
```
Positions in Å, forces in eV/Å.


2.
Formula: C21H59NO13
Source: the Open Molecules 2025 dataset
Level of theory: ωB97M-V/def2-TZVPD

Calculated values
Kohn-Sham gap: 0.34685 Ha
2S+1: 1
SMILES: O=COCCON=O.CCO.CCO.CCO.CCO.CCO.CCO.CCO.CCO.CCO
HOMO level: -9.94 eV

```
94
Properties=species:S:1:pos:R:3:forces:R:3:lowdin_charge:R:1
O -6.12431 -1.29606 -4.33354 0.00 0.09 -0.10 0.0820
C -5.74623 -2.13445 -3.57047 0.01 -0.05 0.00 -0.3509
O -5.47683 -1.95558 -2.27343 0.19 -0.02 0.07 -0.0235
C -5.47242 -0.60597 -1.77345 -0.17 -0.01 0.03 -0.1358
C -4.25618 -0.48843 -0.87331 0.27 -0.07 0.10 -0.1809
O -4.14999 0.83856 -0.34699 -0.43 0.11 -0.23 -0.1231
N -3.65582 1.77486 -1.33514 0.22 -0.09 0.44 0.0206
O -2.52260 1.60542 -1.53026 -0.02 0.04 -0.32 0.0716
H -5.55257 -3.18090 -3.83934 -0.10 0.00 0.05 0.1457
H -5.44882 0.09585 -2.60706 0.03 -0.03 0.03 0.1186
H -6.38763 -0.44369 -1.20272 0.02 0.01 -0.05 0.1394
H -3.34332 -0.75873 -1.41570 -0.04 0.03 0.01 0.1218
H -4.32940 -1.14441 -0.00748 0.00 0.00 -0.07 0.1068
C -3.67952 -5.07719 2.32885 -0.02 0.11 -0.01 -0.1011
C -3.85283 -4.19633 1.10970 0.02 0.01 -0.01 -0.3136
O -3.68665 -2.81081 1.41156 0.05 0.00 0.03 -0.0952
H -4.38576 -4.79671 3.11000 -0.01 -0.03 -0.01 0.0774
H -3.83813 -6.12695 2.08212 0.01 0.00 0.00 0.0731
H -2.67191 -4.98522 2.73941 0.00 -0.03 -0.02 0.0715
H -4.86196 -4.28107 0.70607 0.00 -0.02 0.00 0.1116
H -3.15430 -4.49271 0.31938 -0.02 -0.01 -0.01 0.1094
H -2.80018 -2.68593 1.76740 0.00 -0.01 0.00 0.0821
C 1.12450 3.62366 -0.68631 -0.11 0.07 0.03 -0.0822
C 0.66965 3.03507 0.63310 -0.01 -0.05 0.00 -0.3130
O -0.73615 3.16372 0.82792 0.02 -0.04 -0.06 -0.0910
H 0.85321 4.67856 -0.74667 0.03 0.00 0.04 0.0623
H 2.20503 3.53028 -0.80561 0.00 -0.01 -0.01 0.0744
H 0.65659 3.11101 -1.52775 0.07 -0.03 -0.01 0.0633
H 1.12933 3.55228 1.47602 0.01 0.00 -0.01 0.1095
H 0.95934 1.97910 0.69397 0.03 0.01 0.04 0.1087
H -1.16833 2.70157 0.10254 -0.02 0.03 0.01 0.0453
C -1.57277 2.79213 4.04413 -0.01 0.06 0.09 -0.0899
C -1.12340 1.79394 5.08990 -0.02 -0.04 -0.01 -0.3298
O -0.77740 2.39782 6.33190 -0.01 0.00 0.00 -0.0823
H -0.79973 3.53955 3.86606 0.01 -0.02 -0.01 0.0758
H -1.78455 2.29720 3.09713 0.00 0.02 -0.01 0.0640
H -2.47716 3.31287 4.36987 -0.02 -0.02 -0.02 0.0751
H -0.22025 1.28164 4.75449 0.00 -0.01 0.03 0.0961
H -1.89819 1.03371 5.24762 0.01 -0.03 -0.03 0.1067
H -1.55384 2.85909 6.66482 0.03 0.01 -0.01 0.0784
C 3.93363 3.01088 -5.13236 -0.05 0.06 -0.02 -0.0834
C 3.41435 2.44971 -3.82520 -0.01 -0.02 -0.03 -0.3203
O 2.00515 2.58783 -3.68893 -0.01 0.08 -0.10 -0.1045
H 3.67842 4.06705 -5.23096 0.00 0.00 0.04 0.0747
H 5.01420 2.89102 -5.19898 0.00 -0.01 -0.02 0.0626
H 3.48960 2.47418 -5.97439 0.03 -0.01 -0.01 0.0750
H 3.84696 2.98145 -2.97609 0.01 -0.01 0.00 0.1100
H 3.70041 1.39412 -3.74457 0.03 0.01 0.03 0.0914
H 1.60034 2.10036 -4.41737 0.03 -0.11 0.07 0.0681
C 1.71400 -2.07541 5.51814 -0.05 -0.06 -0.01 -0.0897
C 1.44829 -1.64670 4.08861 0.00 0.06 0.03 -0.3267
O 0.27755 -2.25247 3.54813 -0.06 -0.01 0.00 -0.0901
H 1.81422 -3.15966 5.57625 0.02 0.00 0.00 0.0744
H 2.62823 -1.61781 5.89824 0.00 0.01 -0.01 0.0750
H 0.89172 -1.77374 6.17139 0.02 0.03 0.01 0.0724
H 2.26684 -1.95384 3.43805 -0.02 -0.01 -0.02 0.1108
H 1.36864 -0.55586 4.02772 0.03 0.00 -0.01 0.0962
H -0.46980 -1.98715 4.09432 0.02 -0.01 0.00 0.0733
C 5.33359 -1.52083 -5.14173 0.01 0.04 0.04 -0.0907
C 5.54037 -0.55737 -6.29352 -0.02 0.00 0.02 -0.3162
O 6.19176 0.63965 -5.88631 0.06 0.03 0.03 -0.0876
H 4.75486 -1.03921 -4.35315 -0.01 -0.01 -0.01 0.0549
H 4.79889 -2.41315 -5.47149 0.00 0.00 -0.01 0.0765
H 6.29156 -1.83719 -4.72150 0.00 -0.02 -0.01 0.0741
H 4.57902 -0.23779 -6.69601 0.00 -0.01 -0.01 0.1086
H 6.09887 -1.03926 -7.10334 -0.01 0.00 -0.01 0.1081
H 7.05909 0.41481 -5.53440 -0.02 -0.02 -0.02 0.0832
C -1.87300 -7.59941 6.72599 0.02 -0.02 -0.05 -0.0936
C -2.83022 -6.62769 6.06444 -0.01 0.00 -0.01 -0.3218
O -3.15375 -7.00256 4.72976 -0.01 -0.08 0.06 -0.0925
H -0.95487 -7.68433 6.14431 0.00 0.01 0.01 0.0755
H -1.61880 -7.26818 7.73377 -0.01 0.00 0.01 0.0735
H -2.32026 -8.59346 6.80170 0.00 0.01 0.02 0.0716
H -2.37713 -5.63954 5.98328 0.00 0.00 0.01 0.1104
H -3.74281 -6.52532 6.66159 0.00 0.02 0.01 0.1087
H -3.57219 -7.86922 4.75535 0.01 0.02 -0.01 0.0838
C 1.41099 7.55925 -1.77060 -0.03 0.06 -0.02 -0.0966
C 2.45567 8.12049 -0.82677 -0.01 0.00 0.04 -0.3288
O 2.13330 9.42812 -0.36673 -0.03 -0.01 0.00 -0.0838
H 1.27872 8.21762 -2.62963 0.02 -0.01 0.00 0.0753
H 1.70300 6.57082 -2.12847 -0.01 0.00 -0.01 0.0639
H 0.44552 7.46413 -1.26711 0.01 -0.03 0.00 0.0729
H 3.41552 8.22168 -1.33302 0.00 -0.01 0.00 0.1107
H 2.59981 7.44486 0.02403 0.03 -0.01 -0.01 0.1062
H 1.29410 9.38286 0.10250 0.02 0.01 -0.01 0.0785
C 1.85101 -1.93213 -2.92517 0.04 -0.01 -0.10 -0.0789
C 1.43001 -0.51816 -3.27024 -0.05 0.00 0.00 -0.3107
O 1.66115 -0.19583 -4.64443 0.00 -0.02 0.00 -0.0933
H 2.90664 -2.08319 -3.15227 0.00 0.00 0.02 0.0600
H 1.69043 -2.13271 -1.86508 -0.01 0.01 0.00 0.0771
H 1.27530 -2.66396 -3.49750 -0.02 0.00 0.02 0.0747
H 2.00606 0.21248 -2.70571 -0.02 0.00 0.02 0.0985
H 0.37434 -0.36129 -3.02486 0.00 0.02 0.02 0.1116
H 1.15221 -0.80567 -5.18840 0.01 0.02 0.00 0.0881
```
Positions in Å, forces in eV/Å.


3.
Formula: CIO2
Source: the Open Molecules 2025 dataset
Level of theory: ωB97M-V/def2-TZVPD

Calculated values
Kohn-Sham gap: 0.29069 Ha
Charge: -1
2S+1: 1
SMILES: O=C([O-])I
HOMO level: -4.58 eV

```
4
Properties=species:S:1:pos:R:3:forces:R:3:nbo_charge:R:1
O -1.48348 -0.05720 -0.62193 8.22 0.64 1.60 -0.7739
C 0.00087 0.02735 -0.36781 -5.43 -1.04 -2.84 0.8056
O 1.01736 -0.02151 -1.02268 -2.59 0.34 1.68 -0.6148
I 0.46524 0.05137 2.01242 -0.20 0.06 -0.44 -0.4169
```
Positions in Å, forces in eV/Å.